1.
The following is a DFT calculation (wB97M-V/def2-TZVPD) of 10 unconnected molecules or ions with the total composition C5H32N2O10 in a non-equilibrium geometry.

Each line ends with the natural charge from an NBO analysis.
Cartesian coordinates (Å):
C: 0.0692 1.8538 -0.9654  -0.415
N: -0.3300 0.5132 -0.6023  -0.487
C: -0.3949 -0.4549 -1.6684  -0.438
C: 0.3858 -0.0750 0.5299  -0.214
C: 0.6245 0.8150 1.7662  -0.095
N: 1.3212 0.0103 2.7450  -0.849
C: -0.7374 1.2898 2.3066  -0.074
O: -0.5145 2.3252 3.2585  -0.742
H: -0.1801 2.5213 -0.1417  0.204
H: 1.1351 2.0299 -1.1767  0.152
H: -0.4212 2.1432 -1.8971  0.202
H: -0.2349 -0.1282 -2.6958  0.249
H: 0.1583 -1.3852 -1.5604  0.231
H: -1.4095 -0.8550 -1.8079  0.135
H: 1.4163 -0.3927 0.2987  0.169
H: -0.1995 -0.9635 0.7568  0.200
H: 1.1880 1.6946 1.5072  0.206
H: 1.9534 0.5652 3.3056  0.372
H: 0.7365 -0.4748 3.4125  0.362
H: -1.4212 1.5957 1.5102  0.162
H: -1.2044 0.4616 2.8510  0.163
H: -0.6830 3.1934 2.8755  0.493
O: -2.6301 -3.4667 0.7787  -0.964
H: -2.9321 -3.1575 1.6389  0.492
H: -2.9370 -2.8039 0.1531  0.496
O: -3.4373 -0.8060 1.0292  -0.985
H: -3.9231 -0.4203 0.2712  0.498
H: -2.7996 -0.0979 1.1857  0.472
O: 0.4459 -1.2091 -4.2820  -0.947
H: 1.2390 -1.7589 -4.2668  0.494
H: -0.2113 -1.8422 -4.5922  0.461
O: -0.1684 -3.3604 -0.2061  -0.992
H: -0.5263 -3.9559 -0.8678  0.480
H: -0.8366 -3.3416 0.5116  0.512
O: 2.5302 -3.0140 0.0907  -0.981
H: 1.6411 -3.4206 0.0925  0.507
H: 2.4427 -2.3199 0.7485  0.477
O: 2.6197 -2.1103 -2.5483  -0.994
H: 3.3638 -2.6808 -2.7508  0.467
H: 2.5100 -2.1769 -1.5788  0.506
O: 0.4538 4.1633 1.5606  -0.967
H: -0.0046 4.7839 0.9852  0.472
H: 1.3946 4.2669 1.3784  0.502
O: -3.5289 0.2332 -1.4781  -0.959
H: -2.6159 -0.0814 -1.3293  0.488
H: -3.4403 1.1924 -1.4434  0.475
O: 3.3459 3.9298 0.4588  -0.943
H: 3.9166 3.1891 0.2116  0.480
H: 2.8303 3.9826 -0.3590  0.468

Largest force on an atom   2.64 eV/Å
Relative energy (zero: lowest compared OMol25 entry of this formula, charge and spin)   68.8 kcal per mole
LUMO level   0.14 eV
SMILES   CN(C)C[C@H](N)CO.O.O.O.O.O.O.O.O.O
Net charge   0
Orbital gap   0.3146 Ha

2.
The following is a DFT calculation (wB97M-V/def2-TZVPD) of 11 unconnected molecules or ions with the total composition C5H32NO11S in a non-equilibrium geometry.

Each line ends with the natural charge from an NBO analysis.
Cartesian coordinates (Å):
C: -0.2554 -0.7701 -1.4970  -0.639
C: -0.9825 0.2133 -0.5276  -0.081
C: -0.6711 -0.0259 0.9966  -0.392
C: 0.1861 1.1825 1.5560  -0.531
S: 1.8680 1.3271 0.9503  -0.057
N: -2.4473 0.0473 -0.6390  -0.707
C: -3.2154 1.2614 -0.7157  0.115
O: -2.8401 2.1065 -1.7857  -0.930
H: -0.8113 -1.6485 -1.5873  0.191
H: -0.0600 -0.3549 -2.4506  0.247
H: 0.7361 -1.0747 -1.2094  0.213
H: -0.6947 1.1801 -0.9260  0.223
H: -1.5491 -0.0731 1.6417  0.221
H: -0.0411 -0.9592 0.9935  0.170
H: 0.1235 1.2822 2.6557  0.243
H: -0.3247 2.0292 1.0845  0.201
H: 1.9983 0.8112 -0.2464  0.119
H: -2.7641 -0.4833 -1.4888  0.361
H: -4.3362 1.0382 -0.6862  0.139
H: -3.0275 1.7348 0.3130  0.099
H: -2.9417 -1.3346 0.7034  0.513
H: -3.8533 -2.6594 0.8807  0.482
O: -3.2100 -2.0138 1.3247  -0.999
H: -1.5897 1.6454 -4.3973  0.468
H: -1.6643 1.5991 -2.7297  0.518
O: -1.0306 1.4462 -3.5848  -1.069
H: 0.8625 2.2027 -3.3458  0.494
H: 0.7658 2.9934 -2.1427  0.512
O: 1.4494 2.7305 -2.8062  -1.016
H: 0.9398 -0.9940 3.7168  0.468
H: 2.4501 -1.3177 3.7806  0.500
O: 1.7451 -0.6703 4.1265  -0.973
H: -2.1227 -2.5457 2.5620  0.499
H: -0.9153 -2.5894 3.3816  0.456
O: -1.6978 -3.0865 3.2684  -0.984
H: 3.0492 -1.4165 1.7569  0.487
H: 4.4042 -1.8178 1.5477  0.476
O: 3.7881 -1.8119 2.2516  -0.962
H: 4.0366 1.1370 -2.6205  0.484
H: 2.4207 1.1920 -2.4867  0.515
O: 3.2047 0.6828 -2.4369  -1.006
H: 3.4942 -1.7593 -1.3931  0.471
H: 3.3659 -0.3628 -0.7918  0.500
O: 3.3487 -1.3256 -0.5833  -0.985
H: -1.6304 2.9667 -1.3561  0.514
H: -0.5027 3.5613 -0.3915  0.452
O: -0.7128 3.4742 -1.2961  -1.021
H: 0.2130 -3.5129 2.6565  0.493
H: 0.6072 -2.4349 1.5383  0.482
O: 0.8348 -2.8022 2.4353  -0.974

Largest force on an atom   3.37 eV/Å
Relative energy (zero: lowest compared OMol25 entry of this formula, charge and spin)   72.9 kcal per mole
LUMO level   2.67 eV
Net charge   -1
Orbital gap   0.3052 Ha

3.
The following is a DFT calculation (wB97M-V/def2-TZVPD) of 12 unconnected molecules or ions with the total composition C5H33N2O12 in a non-equilibrium geometry.

Each line ends with the Löwdin spin population.
Cartesian coordinates (Å):
O: 2.3733 -1.6006 -1.7153  0.013
C: 1.3944 -1.2261 -2.2828  0.004
C: 0.4241 -0.2312 -1.5699  0.008
C: -0.7042 0.1453 -2.5882  0.020
C: -1.6668 -0.9612 -2.9618  0.144
C: -1.8234 -1.5943 -4.1774  0.388
N: -2.4489 -1.3105 -1.8180  0.340
N: 1.1302 0.9889 -1.1521  -0.001
H: 1.0242 -1.5963 -3.2273  0.002
H: -0.0618 -0.7150 -0.6472  0.000
H: -1.3082 0.9585 -2.0994  0.000
H: -0.4399 0.5879 -3.6063  0.004
H: -1.3036 -1.3260 -5.0386  0.019
H: -2.6040 -2.3515 -4.2927  0.014
H: -3.4321 -1.5581 -1.9466  0.004
H: -1.9308 -1.8172 -1.1160  0.011
H: 0.6064 1.5376 -0.3675  0.000
H: 1.2297 1.6031 -1.9480  0.000
H: 1.9860 0.7047 -0.5567  0.000
H: 0.9635 3.9747 3.6809  0.000
H: 0.8683 2.4210 3.5647  0.000
O: 1.4983 3.1684 3.5210  0.000
H: 3.2296 3.6525 0.9762  0.000
H: 1.9307 3.2652 1.8040  0.000
O: 2.4765 3.0655 1.0273  0.000
H: 0.2441 -2.8569 4.7996  0.000
H: 1.3569 -2.7317 3.9382  0.000
O: 0.3881 -2.7140 3.8613  0.000
H: 0.1065 -2.7548 1.5157  0.000
H: -0.4730 -2.7484 -0.0700  0.000
O: -0.2281 -2.3130 0.7388  0.000
H: 1.2687 -1.0919 2.3911  0.000
H: 1.7162 0.1985 1.6688  0.000
O: 2.0305 -0.5542 2.2486  0.000
H: -1.9807 4.8769 0.8380  0.000
H: -0.8234 -0.8403 3.2253  0.000
O: -0.8533 -0.2817 2.3775  0.000
H: 3.8469 1.3388 0.3191  0.000
H: 3.8713 -0.0919 -0.1845  0.000
O: 3.7623 0.8199 -0.4976  0.000
H: -1.4464 -4.2885 -2.4348  0.000
H: -0.7573 -4.7927 -1.1075  0.000
O: -1.0859 -4.0286 -1.5857  0.005
H: -2.5046 3.4521 0.7407  0.000
H: -0.7053 2.7781 1.1224  0.000
O: -1.7461 3.9764 1.0561  0.000
H: -2.0268 0.9869 0.3586  0.000
H: -2.7144 0.5524 -0.9245  0.003
O: -2.6110 1.3008 -0.3261  0.021
H: -0.6973 1.1465 1.7813  0.000
H: -0.8315 -0.9254 1.6544  0.000
O: -0.5180 1.8014 1.0333  0.001

Largest force on an atom   3.22 eV/Å
2S+1   2
Relative energy (zero: lowest compared OMol25 entry of this formula, charge and spin)   87.8 kcal per mole
LUMO level (alpha / beta)   -7.16 / -11.23 eV
Net charge   +2
Orbital gap (alpha / beta)   0.3285 / 0.1790 Ha